(1)
Entry from the Open Molecules 2025 dataset: a cluster of 2 separate species, C32H46N2O4 in total at a distorted geometry (ωB97M-V/def2-TZVPD).

Structure (XYZ):
```
84
Properties=species:S:1:pos:R:3:forces:R:3:mulliken_charge:R:1
C -3.005644 -1.389872 -1.257123 -0.1835 -0.1223 -0.1097 -1.787
C -1.582225 -1.294129 -0.772172 -0.0826 0.1486 1.0924 0.943
O -1.541323 -1.399507 0.662451 -0.6482 -0.2595 -1.7342 -0.225
C -0.516945 -0.773026 1.293736 1.1839 -0.9287 2.9241 1.295
C -0.309845 -1.323296 2.606234 -0.4954 0.8782 -1.4724 -0.089
C 0.631691 -0.777292 3.542494 -0.6883 0.2574 0.7723 0.364
O 0.361365 -0.780374 4.760528 0.5411 -0.2266 -0.2327 -0.754
C 1.972112 -0.194789 3.141293 0.0582 -0.1285 -0.1916 0.302
C 2.019887 1.337278 3.137460 0.0436 0.1429 -0.0908 -0.604
C 1.553450 2.049604 4.433504 0.5026 0.0056 -0.1053 -1.021
C 0.287008 2.907367 4.286766 -0.1363 0.3311 0.1282 -0.809
C -0.916381 2.510687 5.164785 -0.2625 0.0370 0.1077 -0.686
C -2.261184 2.518914 4.406740 0.2349 -0.2004 0.0179 -1.383
C -2.437282 1.357879 3.416330 0.0314 0.0916 -0.2674 0.362
C -2.669756 0.016806 4.114157 -0.0911 0.1382 0.3882 -0.683
C -2.775377 -1.197137 3.194897 0.0279 -0.5961 -0.0141 -0.519
C -1.501917 -2.072334 3.136864 -0.0481 0.0311 0.3632 -1.667
O 0.084646 0.183308 0.787834 0.3949 0.2183 -1.0310 -0.657
H -3.006243 -1.270592 -2.348319 -0.0945 -0.0316 0.0788 0.486
H -3.450113 -2.367372 -1.028513 0.0542 0.2856 0.0392 0.332
H -3.623107 -0.593019 -0.822962 0.1292 -0.2259 -0.0489 0.354
H -0.963849 -2.114715 -1.149863 -0.2456 0.1185 -0.1952 -0.130
H -1.138396 -0.333369 -1.029816 0.0413 -0.0931 -0.1912 -0.318
H 2.718475 -0.573673 3.855254 -0.2482 -0.0185 -0.0651 0.815
H 2.240824 -0.566898 2.149670 -0.1257 0.1771 0.2636 -1.285
H 3.067934 1.622243 2.958080 -0.1971 -0.0422 -0.1347 0.461
H 1.434622 1.681914 2.273291 0.1204 0.0253 0.2277 0.102
H 1.443926 1.311824 5.239002 -0.0694 0.1797 -0.2118 0.544
H 2.367982 2.727806 4.728035 -0.1284 -0.2359 0.0641 0.514
H 0.557506 3.938410 4.566871 -0.1448 -0.1837 -0.2585 0.456
H -0.020809 2.953646 3.231468 0.0745 -0.1052 0.1947 0.434
H -0.747470 1.529216 5.632597 -0.0487 0.2027 -0.2292 0.331
H -0.992656 3.239412 5.987693 -0.0085 -0.2706 -0.1038 0.450
H -3.080623 2.473206 5.141069 0.1005 0.1066 -0.1869 0.405
H -2.347469 3.466411 3.855710 -0.0490 -0.0524 0.1863 0.366
H -3.319217 1.565861 2.787816 0.1521 -0.0026 0.0669 0.436
H -1.583506 1.315283 2.711151 -0.2080 -0.0798 0.3868 -0.347
H -1.883342 -0.158321 4.858290 -0.1385 -0.0030 -0.1525 0.170
H -3.619935 0.099308 4.665937 0.2045 0.1136 0.0001 0.530
H -3.590703 -1.841760 3.549713 -0.0226 0.0881 -0.1162 0.372
H -3.019916 -0.885318 2.172911 -0.1830 -0.0248 0.2930 0.189
H -1.686666 -2.943046 2.493389 -0.1063 0.0370 0.2736 0.428
H -1.262131 -2.406012 4.155334 -0.0972 -0.0666 -0.2569 0.488
C 1.717588 -2.079260 -4.589596 0.6007 -0.6582 -0.0586 -0.883
N 0.699298 -1.075585 -4.844927 -0.7284 0.1436 -0.0749 0.198
C 0.321258 -0.074054 -4.019931 0.0541 0.0198 -1.4735 0.461
C 1.004159 0.152540 -2.715223 1.3127 1.1610 3.1964 0.733
C 1.162128 -0.969212 -1.800930 -0.3644 0.3785 -1.0152 -0.938
C 1.769125 -0.802473 -0.573403 0.5635 0.9127 -0.8234 -0.208
C 2.559093 -1.875994 -0.027121 0.0803 -0.8724 0.8807 0.936
C 3.808660 -1.537177 0.557193 -0.2442 0.2998 -0.6223 -0.375
C 4.878542 -2.412372 0.419063 -0.2419 -0.6656 0.0370 -0.773
C 4.647724 -3.683365 -0.144251 0.2574 0.0889 0.2052 -0.475
C 3.341911 -4.104697 -0.444390 -0.1469 -0.2205 0.2152 -0.866
C 2.274553 -3.219733 -0.343237 0.3712 0.2611 0.0136 -0.030
O 1.490160 1.271144 -2.411126 -1.0329 -1.4232 -1.2584 -0.746
N -0.586526 0.676664 -4.698099 0.5432 -0.4821 0.3466 0.466
C -1.124256 2.010936 -4.283812 -0.2283 0.5320 0.2295 1.515
C -2.202027 2.450981 -5.263690 -0.3715 0.0574 -0.2434 -2.227
C 0.009007 3.029254 -4.323412 0.2516 0.1277 -0.1014 -1.561
C -1.712190 1.915278 -2.882583 -0.1686 -0.0660 0.1884 -1.543
C -0.814748 0.086592 -5.923465 -0.0402 0.2018 0.0175 -0.098
C -0.029692 -1.007618 -6.022426 0.2985 0.2825 0.5371 -1.057
H 2.249712 -2.290703 -5.529648 -0.2440 0.1776 0.3081 0.409
H 2.437030 -1.713127 -3.845593 -0.3236 -0.1381 -0.2740 0.378
H 1.266458 -3.019443 -4.235480 0.1326 0.4101 -0.0375 0.294
H 0.807563 -1.950515 -2.137073 0.4476 0.3806 0.2152 0.580
H 2.087328 0.183666 -0.243621 -0.2992 -0.0833 -0.3866 0.241
H 3.946844 -0.550289 1.034958 -0.0628 -0.5566 -0.6387 0.309
H 5.876505 -2.112541 0.757057 -0.4259 -0.2246 -0.1414 0.404
H 5.494583 -4.371490 -0.294765 -0.5254 0.3680 0.1147 0.363
H 3.138593 -5.134640 -0.756318 0.2516 0.3577 0.1486 0.415
H 1.225947 -3.517313 -0.518298 0.7479 0.1133 -0.1717 0.443
H -3.031363 1.732450 -5.322521 0.1801 0.1342 -0.0407 0.446
H -2.624643 3.402715 -4.908722 0.2116 -0.3420 -0.0722 0.438
H -1.791215 2.640296 -6.266302 -0.1600 -0.0936 0.2384 0.511
H 0.809678 2.733835 -3.639848 -0.1632 0.1797 -0.2085 0.315
H 0.398334 3.112243 -5.346551 -0.0196 0.0605 0.1837 0.394
H -0.386622 4.005593 -4.016151 0.0942 -0.2102 -0.1055 0.449
H -0.928886 1.747897 -2.136384 -0.2563 -0.0008 -0.0469 0.360
H -2.204467 2.870227 -2.651170 0.1791 -0.2830 -0.0082 0.543
H -2.470805 1.121572 -2.830825 0.2016 0.1684 0.0689 0.247
H -1.498729 0.512667 -6.639076 0.0798 -0.1374 0.1450 0.490
H 0.096988 -1.705482 -6.828890 0.0443 -0.0751 0.0447 0.475
```
Forces are in eV/Å.

Calculated values
gap between HOMO and LUMO = 4.33 eV
net charge = 0
energy = -1657.29115 Eh

---

(2)
Entry from the Open Molecules 2025 dataset: a structure of composition C32H47BrCl34F12NO2S at a distorted geometry (ωB97M-V/def2-TZVPD).

Structure (XYZ):
```
130
Properties=species:S:1:pos:R:3:forces:R:3:mulliken_charge:R:1
C -1.593208 -6.713642 0.136576 0.1657 0.7133 -0.3401 -1.427
C -2.138413 -5.626380 -0.749429 -0.0547 0.2090 -0.3404 0.626
C -3.500272 -5.288752 -0.763725 0.6152 0.3591 -0.3834 -0.680
C -3.955557 -4.255468 -1.582062 0.3136 -0.0432 0.0661 -0.862
C -3.074239 -3.534527 -2.394197 0.1088 -0.4143 0.5115 -0.553
C -1.707520 -3.850928 -2.386003 -0.8471 -0.0966 0.4442 0.358
C -0.774782 -3.051238 -3.238434 -0.4051 -0.7682 -0.2888 -1.246
N -0.039799 -1.966042 -2.448752 0.6242 0.1313 0.0168 0.195
Br 1.355253 -2.746280 -1.411346 -0.1427 -0.1215 -0.0197 0.234
C -0.988113 -1.089079 -1.667395 -0.5995 0.0016 0.9132 0.068
C -1.328106 -1.571002 -0.254296 -0.2625 0.0512 -0.3383 -1.205
C -0.682312 -0.763652 0.844002 -0.4826 -0.8042 0.4212 0.679
F -0.901775 -1.368118 2.017125 -0.0162 -0.0839 0.2206 -0.327
F 0.637625 -0.640772 0.710842 0.4507 0.2839 -0.1680 -0.163
F -1.219402 0.454142 0.929732 0.1022 0.5438 -0.1725 -0.143
S 0.767725 -0.918063 -3.715376 -0.6322 0.6582 -2.1350 1.465
O 1.323601 -1.739295 -4.727511 0.4866 -0.5596 0.8151 -0.671
O -0.255137 -0.010016 -4.104992 -0.1267 0.0795 0.7772 -0.537
C 2.104459 0.130938 -2.884623 0.4788 0.3104 0.3713 -0.143
F 1.824840 0.328241 -1.600556 -0.2134 -0.3291 0.2254 0.023
F 1.968514 1.291651 -3.503244 -0.1190 0.1693 -0.2764 -0.226
C 3.574887 -0.361488 -3.110089 0.0961 0.3058 0.0257 0.794
F 3.676608 -1.688897 -3.115989 -0.0972 -0.3514 0.2009 -0.248
F 3.939620 0.084765 -4.310708 -0.1765 -0.0396 -0.3889 -0.322
C 4.594360 0.225923 -2.076829 0.4059 -0.6268 -0.2732 0.685
F 5.770259 0.254986 -2.715280 0.3072 0.0725 -0.1764 -0.257
F 4.280269 1.471833 -1.746215 -0.4746 0.3772 0.1647 -0.234
C 4.832565 -0.647739 -0.812416 0.1586 0.8921 0.0769 0.337
F 3.693551 -1.086563 -0.292979 -0.5439 -0.3040 0.1218 -0.058
F 5.610214 -1.657947 -1.107581 0.1026 -0.7659 -0.1492 -0.229
F 5.433617 0.105870 0.082628 0.2261 0.3177 0.4351 -0.228
C -1.266541 -4.905065 -1.572027 -0.2504 0.2743 -0.1881 -0.166
H -1.366816 -6.267511 1.102978 -0.1567 -0.2136 0.2972 0.372
H -2.285017 -7.538031 0.256514 0.0784 0.0059 0.0219 0.283
H -0.641641 -7.047219 -0.266378 0.0239 -0.3338 -0.0357 0.347
H -4.179554 -5.842645 -0.134363 -0.1598 -0.0076 0.0379 0.541
H -5.003601 -3.995806 -1.577462 -0.0905 -0.0053 -0.0586 0.463
H -3.471047 -2.739436 -3.011396 0.0643 0.0466 -0.1356 0.534
H -1.321041 -2.540399 -4.028769 -0.0862 0.2797 0.0626 0.669
H -0.048258 -3.691223 -3.726744 0.4233 0.1622 0.1415 0.546
H -1.904676 -1.047756 -2.242162 0.0503 -0.0780 -0.3231 0.499
H -0.632486 -0.067749 -1.610916 0.4105 -0.0098 -0.2006 -0.108
H -1.166904 -2.630645 -0.093162 0.2250 -0.1010 0.0171 0.277
H -2.398945 -1.433184 -0.125691 -0.1431 0.0125 0.0468 0.502
H -0.216626 -5.160618 -1.580159 0.0746 -0.1788 0.0017 0.440
C -0.878361 2.930018 -1.916817 0.1734 0.1130 0.0892 0.666
Cl -2.399986 2.011085 -1.843304 -0.0508 -0.0602 0.0061 -0.137
Cl -1.081834 4.464632 -2.748476 -0.0559 -0.0011 -0.0411 -0.124
H -0.531660 3.122148 -0.907029 -0.0863 -0.0226 0.0317 0.083
H -0.154320 2.333619 -2.460450 -0.0413 0.0170 -0.0755 -0.411
C 1.592160 6.195544 -0.239709 -0.0777 0.1471 0.0371 -0.445
Cl 1.396933 6.168881 1.511349 -0.0078 -0.0002 -0.0340 -0.130
Cl 1.992938 4.593651 -0.894867 0.1417 0.0427 -0.1716 -0.008
H 0.661798 6.520555 -0.690372 -0.0244 -0.0708 -0.0070 0.260
H 2.397505 6.873975 -0.492301 0.0582 -0.0589 0.0144 0.330
C 5.458933 2.826284 -4.932532 0.0140 0.0510 0.0580 0.442
Cl 7.186561 2.863599 -5.297992 0.0278 -0.0405 0.0665 -0.155
Cl 4.514594 3.819874 -6.045611 -0.0439 -0.0235 0.0326 -0.174
H 5.116731 1.804340 -5.009612 0.0710 0.0410 -0.1193 -0.195
H 5.312729 3.202743 -3.925729 0.0240 0.0741 -0.0243 0.142
C -4.424059 2.852051 1.109313 0.2206 0.0997 -0.0019 0.306
Cl -5.866519 1.821937 1.116611 -0.0035 -0.0027 -0.0491 -0.218
Cl -4.730292 4.425343 0.380123 -0.0079 -0.0366 0.0186 -0.125
H -4.092871 2.993566 2.131399 -0.1169 0.0207 0.0370 0.301
H -3.660803 2.349002 0.527906 -0.0436 -0.0133 -0.0107 -0.343
C 8.106655 -2.858230 1.385035 -0.0079 -0.0132 -0.0046 0.294
Cl 9.223396 -4.013948 0.661502 -0.0183 0.0116 0.1826 -0.102
Cl 7.644358 -3.303038 3.034106 -0.0463 0.0238 -0.0085 -0.182
H 8.582765 -1.886536 1.416235 0.0626 0.0034 0.0627 0.098
H 7.210570 -2.823852 0.776585 -0.0049 -0.0431 -0.0087 -0.119
C 1.107608 1.772081 3.032193 -0.0254 -0.0811 0.0392 -0.331
Cl 1.709457 2.438574 1.504331 -0.0881 -0.1051 0.0526 -0.055
Cl 2.080068 2.304585 4.403138 -0.0201 -0.0123 -0.0223 -0.127
H 0.089373 2.113052 3.177029 0.0190 0.0692 -0.0107 0.272
H 1.144921 0.690347 2.982060 0.0696 0.0006 -0.0031 0.187
C 9.341015 -3.349240 -3.366493 0.0680 0.0060 -0.0941 -0.342
Cl 8.054245 -2.669636 -2.348918 -0.0688 -0.2814 -0.3946 0.005
Cl 10.512557 -4.285927 -2.436217 0.0470 0.0124 -0.1510 -0.153
H 8.890546 -4.000196 -4.105560 -0.0492 -0.0358 0.0586 0.321
H 9.859236 -2.527860 -3.848953 0.0279 0.0314 0.0732 0.147
C -8.700311 3.678128 2.941723 0.0971 -0.0524 0.0545 0.308
Cl -10.143394 2.655723 2.932160 0.0304 -0.0347 0.0129 -0.152
Cl -8.998887 5.253155 2.194909 0.0531 0.0315 -0.0020 -0.099
H -8.394772 3.835963 3.969927 -0.0898 0.0447 0.0195 0.259
H -7.920413 3.181334 2.380110 -0.0256 -0.0048 -0.0750 -0.285
C 8.926416 1.305268 -1.808673 0.0148 -0.0729 -0.1241 -0.153
Cl 8.887356 -0.069157 -0.693198 -0.0643 0.2941 0.2485 -0.058
Cl 10.577770 1.644771 -2.314548 0.0510 0.1574 -0.0696 -0.144
H 8.351005 1.046426 -2.690558 0.0062 -0.0430 0.0039 0.027
H 8.507819 2.176815 -1.318912 0.0895 -0.0079 0.0782 0.333
C -10.977083 5.229326 5.349435 -0.0956 0.0254 -0.0415 0.141
Cl -11.848923 6.634887 5.965464 -0.0067 -0.0078 -0.0264 -0.162
Cl -9.573407 4.832536 6.356908 0.0328 -0.0545 -0.0480 -0.166
H -11.647468 4.378784 5.340646 0.0104 -0.0131 0.0824 0.280
H -10.628874 5.449298 4.347576 0.0157 0.0567 0.0432 -0.092
C -3.804205 3.228567 -4.961418 0.0390 0.0393 -0.0313 0.259
Cl -5.302525 2.289809 -4.884544 0.0318 -0.0669 0.0414 -0.171
Cl -4.022695 4.766495 -5.796821 0.0347 -0.0048 0.0055 -0.161
H -3.475931 3.430340 -3.951272 -0.0746 0.0537 0.0207 -0.168
H -3.060100 2.647110 -5.493771 -0.0427 -0.0035 -0.0595 0.207
C 13.078635 -1.351396 -2.737966 -0.0116 -0.0169 0.1281 0.144
Cl 12.542599 -0.985247 -4.386609 -0.0930 -0.0260 -0.0017 -0.165
Cl 14.782197 -1.807977 -2.683899 -0.0186 -0.0017 0.0168 -0.166
H 12.935296 -0.467816 -2.127631 0.0260 0.0439 -0.0508 0.187
H 12.485786 -2.176109 -2.359199 0.0244 -0.0302 -0.0578 0.000
C -7.467269 -1.227369 2.231783 0.0064 0.0531 0.0019 0.337
Cl -7.552090 -1.388554 3.987163 -0.0366 0.0527 0.0300 -0.163
Cl -6.844139 -2.696937 1.464398 0.0292 -0.0200 -0.0646 -0.150
H -8.461736 -1.030959 1.849147 -0.0247 -0.0708 0.0323 0.310
H -6.793317 -0.413040 1.998030 0.0116 -0.0763 0.0390 -0.285
C -5.734645 -4.115315 6.287579 -0.0556 0.0334 0.0141 0.160
Cl -5.614763 -3.468400 7.925763 -0.0235 -0.0002 -0.0134 -0.151
Cl -4.160835 -4.632294 5.661529 0.0120 -0.0455 -0.0616 -0.135
H -6.398043 -4.971315 6.299996 0.0439 -0.0366 0.0342 0.271
H -6.119752 -3.340112 5.637765 0.0324 0.0311 -0.0222 -0.129
C -2.200468 -8.875414 3.828624 -0.0076 -0.0404 0.0717 -0.264
Cl -3.024478 -8.997234 2.266229 -0.0865 -0.1576 0.1668 -0.139
Cl -1.311976 -7.355833 4.000384 0.0005 -0.0003 0.0034 -0.147
H -2.945218 -8.928421 4.612975 -0.0360 0.0649 -0.0228 0.279
H -1.499308 -9.696523 3.910762 0.0364 0.0209 -0.0600 0.300
C -8.990517 8.472813 0.329290 -0.0440 0.0248 0.0210 -0.015
Cl -9.707804 9.042956 -1.179739 -0.0270 -0.0058 0.0107 -0.153
Cl -7.223111 8.449892 0.256325 0.0136 -0.0385 0.0458 -0.147
H -9.292646 9.137301 1.129624 0.0354 0.0486 -0.0242 0.298
H -9.340813 7.465589 0.515910 0.0231 -0.0309 -0.0690 0.018
C 3.886195 3.452288 7.532463 0.0226 0.0287 -0.0289 0.254
Cl 2.743930 4.202147 8.651683 -0.0272 0.0182 -0.0393 -0.148
Cl 4.987079 2.340892 8.352747 0.0172 -0.0148 -0.0424 -0.149
H 3.326391 2.896141 6.791141 -0.0262 -0.0512 0.0735 -0.214
H 4.470315 4.232472 7.059475 0.0279 0.0235 0.0657 0.278
```
Forces are in eV/Å.

Calculated values
gap between HOMO and LUMO = 6.82 eV
net charge = +1
energy = -21269.51730 Eh

---

ΔE to the lowest compared entry with this formula, charge and spin
In order: 0.0, 0.0
Unit: kJ/mol